60
Properties=species:S:1:pos:R:3:forces:R:3 method="wB97M-V/def2-TZVPD" spin_multiplicity=1 homo_ev="-8.1 / -8.1" molar_mass_g_mol=629.82 relative_energy_kj_mol=513.3 gap_ev="4.84 / 4.86" max_force_ha_per_bohr=0.0604
I -1.0723 -0.0236 -5.3117 -0.3 -0.6 0.8
Zn -0.1499 -1.1870 -3.1624 1.3 0.7 2.7
O -0.1150 0.8093 0.4716 0.3 -1.2 -0.2
O 0.4939 -3.3659 -1.3590 -0.1 0.7 0.1
N 0.1575 1.7953 -2.1407 -0.3 -0.5 0.2
N -2.1697 0.4863 -1.5684 0.5 0.0 -0.4
N 1.1550 -2.4011 0.6730 0.0 -1.5 -1.5
N 0.0957 -1.1219 -0.8554 -0.3 -0.8 -0.3
C -2.0602 -1.8118 -3.7163 -1.8 -0.2 -2.1
C 1.7938 -0.9649 -3.2852 0.4 0.0 -1.0
C -3.3223 2.5158 -1.0775 0.6 -0.4 0.0
C -0.9521 2.5226 -1.9822 0.7 1.1 -0.5
C 0.4010 -2.4692 3.5283 -0.5 -0.1 0.3
C -2.1158 -1.2938 3.8102 0.4 -0.1 -0.1
C 4.6822 0.5839 2.5324 -0.1 -0.1 -0.1
C 3.6970 0.4136 3.5063 -0.1 0.0 -0.2
C -0.4367 -2.8567 4.5820 0.1 0.3 -0.4
C -1.7048 -2.2735 4.7161 0.1 0.0 -0.1
C -0.0323 -1.5205 2.5901 0.0 0.3 0.0
C -4.2953 0.3839 -0.4837 0.6 0.1 -0.3
C -1.2752 -0.9089 2.7543 -0.1 -0.2 0.3
C 0.3018 4.5587 -2.3606 -0.1 -0.4 0.0
C 0.8969 -1.1980 1.4081 -0.2 -0.1 0.3
C 2.4479 -0.1192 3.1632 0.2 0.0 -0.3
C 0.2226 -0.3595 0.2734 -0.5 1.0 0.0
C -3.1361 -0.2147 -1.0081 -0.9 0.7 0.2
C -0.9251 3.9243 -2.1455 0.2 -0.7 0.2
C 1.4591 3.7776 -2.4118 -0.1 -0.4 0.1
C -2.1875 1.8198 -1.5578 -1.2 -0.2 0.4
C 4.4179 0.2158 1.2067 -0.4 -0.1 0.2
C 0.5640 -2.3982 -0.5985 0.4 0.6 1.1
C -4.3851 1.7816 -0.5466 0.0 -0.2 -0.2
C 3.1796 -0.3415 0.8711 0.5 0.2 0.2
C 2.2015 -0.5323 1.8468 0.0 0.2 0.3
C 1.3306 2.3837 -2.2904 -0.3 0.8 -0.3
H 5.6535 1.0044 2.8006 -0.3 -0.1 -0.1
H 1.4044 -2.9000 3.4587 -0.3 0.1 -0.1
H -2.3609 -2.5772 5.5349 0.2 0.1 -0.3
H 0.3360 5.6423 -2.4665 0.1 -0.3 0.0
H -5.0776 -0.2642 -0.0965 0.0 0.4 0.1
H -3.0890 -0.8132 3.9101 0.2 -0.1 0.0
H 1.4000 -3.2995 1.0748 -0.1 0.4 0.1
H 2.2037 1.7296 -2.3398 -0.2 0.3 -0.1
H -1.5807 -0.1174 2.0705 0.1 -0.2 0.1
H -3.3126 3.6079 -1.1073 -0.3 -0.5 0.2
H -0.0868 -3.6070 5.2933 -0.2 0.2 -0.2
H -5.2833 2.3001 -0.2044 0.3 -0.2 0.0
H -2.9404 -1.1914 -3.6026 0.1 0.0 0.1
H 1.9897 -0.6983 -4.3375 0.4 -0.2 0.3
H -3.0134 -1.2978 -0.9760 0.0 0.1 -0.1
H 2.3108 -1.8974 -3.0264 -0.1 0.2 -0.1
H 2.1770 -0.1594 -2.6529 -0.3 -0.3 0.0
H 5.1650 0.3567 0.4272 -0.1 0.0 0.2
H 3.8858 0.6958 4.5452 0.0 0.0 -0.4
H -1.8704 4.4581 -2.0843 0.4 0.2 -0.1
H -2.1533 -2.4133 -4.6328 0.0 0.2 0.6
H 2.9712 -0.6354 -0.1595 0.1 0.0 0.3
H 2.4550 4.1861 -2.5646 -0.3 0.2 0.1
H 1.6700 -0.2165 3.9236 0.3 0.0 -0.3
H -2.0162 -2.5030 -2.8597 1.2 0.4 0.3


61
Properties=species:S:1:pos:R:3:forces:R:3 method="wB97M-V/def2-TZVPD" total_charge=-1 spin_multiplicity=2 homo_ev="-2.9 / -2.9" molar_mass_g_mol=708.19 gap_ev="3.38 / 4.00" max_force_ha_per_bohr=0.0595 s2=1.025
Te -0.6851 -3.8404 -2.9003 -0.2 0.5 0.2
Tc -0.3264 0.3726 0.1896 0.5 -1.4 -0.4
S -0.7640 2.6786 -0.6336 0.1 -0.6 0.3
O -1.8678 -0.6538 -0.7898 0.3 0.3 0.2
O 1.0445 -0.6525 -0.9252 -2.4 1.6 1.0
O -1.7755 0.9118 1.5712 2.9 0.4 -0.8
N 1.2456 1.3765 0.9896 -0.1 0.4 -0.1
N 1.0867 2.7120 1.3782 -0.2 -0.1 -0.2
N 0.0216 4.6842 0.9485 0.2 -0.5 -0.1
C 4.6506 -2.0421 0.4731 0.0 0.5 0.4
C -0.0257 -1.0848 2.9358 0.0 0.1 -0.1
C 2.4415 0.9076 1.1158 0.4 -0.7 -0.3
C -5.0470 -0.5460 0.9338 0.0 0.0 0.0
C 2.7406 -2.2424 -0.9831 0.2 0.2 0.2
C 0.0974 -2.1570 3.8196 0.0 0.3 -0.1
C 0.1183 -5.5644 -3.7559 -0.1 0.2 0.1
C 2.1737 -1.0599 -0.4472 1.2 -0.5 0.6
C -0.3877 -2.6036 1.1347 0.0 0.2 -0.1
C -5.7444 -0.0158 1.9866 0.1 0.1 0.1
C -3.7525 1.1361 2.7093 0.3 -0.1 -0.2
C 0.0905 -5.7656 -5.1360 0.0 0.0 0.0
C 0.1898 3.3390 0.6732 0.2 0.2 0.3
C 2.8866 -0.3662 0.5783 -0.4 0.3 0.0
C -0.0242 -3.4613 3.3590 0.0 0.0 0.1
C -3.8475 -1.7559 -1.3736 0.2 0.1 0.1
C 0.7141 -6.5369 -2.9529 0.0 0.0 0.0
C -3.0478 -0.8470 -0.4598 -0.4 -0.5 -0.3
C -0.2632 -1.2761 1.5679 0.0 0.0 0.0
C -5.0711 0.8432 2.8811 -0.2 -0.2 -0.1
C -2.9863 0.5955 1.6230 -2.5 -0.8 0.1
C -0.2700 -3.6818 2.0154 0.0 0.0 -0.3
C 3.9444 -2.7246 -0.5175 -0.3 0.0 -0.3
C -3.6767 -0.2693 0.7023 -0.1 0.4 0.5
C 1.2314 -7.8616 -4.8854 0.1 -0.1 -0.1
C 0.6403 -6.9013 -5.6947 0.1 -0.2 0.0
C 4.1290 -0.8731 0.9950 0.3 -0.3 0.0
C 1.2656 -7.6720 -3.5105 0.0 -0.1 -0.2
H -3.2230 1.7846 3.3950 0.0 0.0 0.0
H 0.6088 -7.0390 -6.7653 0.0 -0.1 -0.2
H 3.1777 1.5545 1.5947 -0.1 -0.1 0.0
H 0.2872 -1.9718 4.8740 0.0 0.0 -0.1
H -0.8665 5.0671 0.6850 -0.1 0.1 0.0
H 5.6018 -2.4222 0.8264 -0.1 0.0 0.0
H -6.7917 -0.2525 2.1287 0.1 0.0 0.0
H 0.7424 -6.3933 -1.8798 0.0 0.0 0.0
H 1.7237 -8.4121 -2.8719 0.1 -0.2 0.1
H -0.3699 -4.6991 1.6359 0.0 0.3 0.0
H -0.3658 -5.0180 -5.7715 0.0 0.0 0.0
H -5.5670 -1.2050 0.2474 0.1 0.1 0.1
H 1.6624 -8.7503 -5.3225 0.1 -0.1 -0.1
H 0.0699 -4.2972 4.0458 0.0 0.1 0.0
H 2.1785 -2.7578 -1.7462 -0.2 -0.1 -0.1
H -4.7051 -1.2311 -1.7967 0.0 0.0 0.0
H 0.0527 -0.0750 3.3189 0.0 0.1 0.1
H -3.1990 -2.0981 -2.1762 0.0 -0.1 0.0
H -0.5603 -2.8128 0.0883 0.0 -0.1 -0.2
H 0.3992 4.9898 1.8311 0.0 0.0 0.0
H -5.6072 1.2732 3.7212 0.0 0.0 0.0
H -4.2211 -2.6234 -0.8211 0.1 0.1 -0.1
H 4.6763 -0.3288 1.7584 0.0 0.0 0.0
H 4.3495 -3.6431 -0.9340 -0.1 0.1 0.0


44
Properties=species:S:1:pos:R:3:forces:R:3 method="wB97M-V/def2-TZVPD" total_charge=+1 spin_multiplicity=1 homo_ev=-12.1 molar_mass_g_mol=633.43 relative_energy_kj_mol=171.5 gap_ev=6.81 max_force_ha_per_bohr=0.0468
Sn 1.2403 -0.9888 -0.1615 -1.3 -0.1 -0.4
Se 2.6995 1.2239 0.0291 -0.4 -1.0 -0.2
Cl 0.0314 -4.2133 -0.5230 -0.4 -0.2 -0.3
F 3.4137 -1.1019 1.9258 0.0 0.0 0.2
F 3.6250 -1.1429 4.6037 0.0 0.1 0.1
F 2.0858 3.3274 4.7736 0.1 -0.1 0.0
F 1.9526 3.3482 2.0551 0.0 0.2 0.3
F 3.0124 1.1040 6.0704 0.0 0.0 -0.2
O -2.8223 -1.6667 -0.6602 -0.1 0.0 0.1
O 0.0086 0.1479 1.5959 0.4 -1.0 -0.8
O 1.1463 -0.8722 -2.6165 1.0 0.1 0.7
N -1.0413 2.1752 1.4265 -0.1 0.0 -0.2
N -0.7086 -1.1264 -1.3958 2.0 0.6 1.1
C -2.0321 -1.5154 -1.5479 -0.7 -0.3 0.2
C 3.1619 0.0211 2.6242 -0.1 0.2 0.0
C 2.7563 1.1551 1.9368 0.1 0.0 0.3
C 2.4032 2.2656 2.6961 0.0 -0.3 -0.2
C -2.2249 -1.7137 -3.0179 0.3 0.0 -0.5
C -1.0098 -1.4150 -3.6518 -0.7 -0.2 -0.3
C 2.4752 2.2599 4.0844 0.0 -0.1 -0.1
C -3.1641 -2.2626 -5.1176 -0.1 0.0 0.1
C -0.7622 2.4147 0.0274 0.2 -0.1 -0.4
C -0.0704 -1.0937 -2.5802 -0.5 -0.1 0.1
C -0.6587 1.0905 2.0545 0.0 -0.2 0.5
C -1.7334 3.2482 2.1064 -0.2 0.4 0.3
C 2.9276 1.1185 4.7497 -0.1 0.0 -0.4
C -1.9712 -1.9456 -5.7466 0.1 0.0 0.0
C 3.2532 -0.0174 4.0070 -0.1 0.1 -0.1
C -0.8655 -1.5166 -5.0190 0.0 0.1 0.1
C 1.3707 -3.5210 0.2364 0.5 1.7 0.1
C -3.3160 -2.1496 -3.7355 0.1 0.1 0.1
H 0.0640 -1.2675 -5.5029 0.2 0.0 -0.1
H -1.8934 -2.0434 -6.8178 0.0 0.0 -0.1
H -0.4616 1.4802 -0.4549 -0.1 0.3 0.1
H 2.3216 -3.7717 -0.2296 -0.1 0.2 0.1
H -1.9352 2.9897 3.1433 0.0 -0.1 0.0
H -1.6633 2.7937 -0.4578 0.0 0.0 0.0
H -3.9952 -2.6120 -5.7081 -0.1 0.0 -0.1
H -1.1192 4.1506 2.0836 0.0 0.0 0.0
H -0.9626 1.0437 3.1084 0.0 0.0 -0.1
H -4.2465 -2.3948 -3.2454 0.0 0.0 0.0
H 1.3467 -3.6201 1.3186 0.1 0.2 -0.1
H -2.6787 3.4619 1.6066 0.0 -0.1 0.0
H 0.0401 3.1526 -0.0735 -0.1 -0.1 0.0